Record 1
Formula: C13H10F3N5RuS2
Source: the OMol25 dataset
Level of theory: wB97M-V/def2-TZVPD

```
34
C13H10F3N5RuS2, DFT wB97M-V/def2-TZVPD
Ru -0.7735 1.6544 -0.3854
N -4.8113 2.7691 0.8693
C -3.5601 2.3467 0.6784
S -2.8301 2.5717 -0.9264
N -2.8765 1.7908 1.6346
N -1.6747 1.3414 1.3984
C -0.8573 0.9356 2.3978
C 0.4703 0.7110 2.0560
C 1.4291 0.1273 2.9228
C 2.7010 -0.0829 2.4732
C 3.0436 0.3045 1.1643
C 2.0887 0.9004 0.3700
N 0.8342 1.1004 0.7754
H -5.3378 3.1748 0.1151
H -5.2282 2.6814 1.7802
H -1.2344 0.8412 3.4038
H 1.1277 -0.1546 3.9196
H 3.4390 -0.5453 3.1085
H 4.0382 0.1410 0.7875
H 2.3354 1.2379 -0.6303
F 3.1795 -1.5943 -2.7355
C 2.0187 -1.3558 -3.3759
F 1.9305 -2.2320 -4.3769
F 2.1240 -0.1423 -3.9110
C 0.8668 -1.5146 -2.4071
C 0.6570 -2.7795 -1.8638
C -0.3298 -2.9669 -0.9087
C -1.0584 -1.8611 -0.4908
N -0.8607 -0.6589 -1.0018
C 0.0640 -0.4599 -1.9619
S 0.1466 1.2069 -2.4786
H 1.2702 -3.6084 -2.1860
H -0.5151 -3.9450 -0.4929
H -1.8166 -1.9351 0.2784
```

Values from the calculation:
Net charge: +1
Multiplicity: 2
⟨S²⟩: 0.942
E in hartree: -1965.819055



Record 2
Formula: C4H11NS
Source: the OMol25 dataset
Level of theory: wB97M-V/def2-TZVPD

```
17
C4H11NS, DFT wB97M-V/def2-TZVPD
C 3.5673 -0.0197 0.1608
C 2.2520 -0.4055 -0.2211
N 1.1687 0.5313 -0.0294
C -0.0931 -0.2409 0.0071
C -1.2669 0.7022 -0.1196
S -2.9350 -0.2003 0.0004
H 3.7478 0.3723 1.1399
H 4.2767 -0.7671 -0.1479
H 3.7637 0.8170 -0.4587
H 1.9192 -1.2880 0.3711
H 2.1499 -0.8487 -1.2199
H 1.3415 0.9882 0.8201
H -0.2686 -0.8616 0.9449
H 0.0191 -1.0125 -0.7387
H -1.3292 1.0876 -1.0696
H -1.0731 1.6113 0.4626
H -2.5245 -0.8304 1.1333
```

Values from the calculation:
Net charge: 0
Structure (SMILES): CCNCCS
E in hartree: -611.895176
ΔE to the lowest compared entry with this formula, charge and spin in kJ/mol: 123.26



Record 3
Formula: C18H20NO7P2S5Ti
Source: the OMol25 dataset
Level of theory: wB97M-V/def2-TZVPD

```
54
C18H20NO7P2S5Ti, DFT wB97M-V/def2-TZVPD
Ti 0.3131 0.3511 -0.1656
N 0.8654 -0.2432 2.0079
C -0.2564 -0.4278 2.8751
C -0.5241 0.4168 3.9513
C -1.5745 0.1564 4.8196
C -2.4021 -0.9509 4.5525
C -2.1572 -1.7323 3.3964
C -1.1067 -1.5280 2.5426
C -0.8818 -2.3183 1.2615
C -0.9846 -3.7221 1.2583
C -1.1391 -4.4201 0.0622
C -1.3404 -3.6814 -1.1243
C -1.0190 -2.3137 -1.1100
C -0.6689 -1.6115 0.0649
H 1.5604 0.3815 2.3858
H 1.2747 -1.1335 1.7871
H 0.1719 1.2441 4.1617
H -1.7374 0.7755 5.7047
H -3.1529 -1.2518 5.2646
H -2.7619 -2.5986 3.2119
H -1.0227 -4.2712 2.2033
H -1.2299 -5.5238 0.0894
H -1.5298 -4.1763 -2.0843
H -1.0834 -1.8017 -2.0503
C 4.3348 -0.5134 -3.2326
C 3.2511 0.4258 -2.7034
O 3.4594 1.6896 -3.3334
P 1.5863 -0.0436 -3.2010
O 1.4815 -1.6194 -3.2009
O 1.4478 0.3279 -4.7311
O 0.4204 0.4431 -2.3887
P 3.2174 0.5363 -0.8755
O 2.3578 1.8903 -0.9138
O 4.5100 0.5566 -0.2190
O 2.2278 -0.5788 -0.5024
H 4.2169 -0.7756 -4.2755
H 4.2790 -1.4335 -2.6745
H 5.2770 -0.0036 -3.0669
H 3.0907 2.3433 -2.7103
H 1.0612 -1.8880 -2.3527
H 1.9410 1.1498 -4.9246
H 1.7691 2.2023 -0.1758
C -3.3440 0.9888 0.7660
S -2.1957 1.1568 -0.6248
C -1.8470 2.9008 -0.5611
C -0.8679 3.4789 0.1938
S 0.1832 2.6985 1.3300
S -0.8239 5.2561 0.0158
C -2.2096 5.4473 -0.9679
S -2.9066 6.9068 -1.2616
S -2.8194 3.9375 -1.5434
H -3.7518 -0.0005 0.7767
H -4.1505 1.7270 0.5958
H -2.8086 1.1737 1.6967
```

Values from the calculation:
Net charge: -1
Multiplicity: 3
⟨S²⟩: 2.005
E in hartree: -4802.839777
ΔE to the lowest compared entry with this formula, charge and spin in kJ/mol: 0.00